[1]
124
Properties=species:S:1:pos:R:3:lowdin_spin:R:1 method="wB97M-V/def2-TZVPD" max_force_ha_per_bohr=0.0997 e_above_lowest_kj_mol=106.5 homo_lumo_gap_ev="5.510 / 5.834" multiplicity=2 total_charge=+1 homo_ev="-10.3 / -10.3" s_squared=0.799
O -3.67 1.20 2.00 -0.270
V -3.63 1.45 0.44 1.262
N -0.69 -0.10 0.28 0.001
O -1.95 -0.03 0.45 0.001
O -0.11 0.81 -0.34 0.002
O -0.07 -1.04 0.78 -0.001
C 3.50 -4.88 1.95 0.000
C 2.29 -4.39 1.17 0.000
C 1.60 -5.51 0.38 0.000
O 1.32 -3.93 2.12 0.000
H 4.07 -4.06 2.39 0.000
H 4.16 -5.52 1.38 0.000
H 3.19 -5.48 2.81 0.000
H 2.64 -3.61 0.50 0.000
H 2.36 -5.95 -0.27 0.000
H 0.74 -5.09 -0.15 0.000
H 1.20 -6.29 1.02 0.000
H 0.79 -3.23 1.72 0.000
C 1.52 3.51 -1.12 0.000
O 2.37 4.47 -1.67 0.000
C 3.74 4.08 -1.64 0.000
C 4.64 5.24 -1.98 0.000
N 5.99 4.85 -2.37 0.000
C 6.74 4.27 -1.26 0.000
C 8.18 3.98 -1.61 0.000
O 8.92 5.18 -1.76 0.000
C 10.16 4.97 -2.35 0.000
H 1.88 3.18 -0.13 0.000
H 1.44 2.62 -1.74 0.000
H 0.58 4.02 -0.89 0.000
H 3.85 3.23 -2.32 0.000
H 3.94 3.71 -0.63 0.000
H 4.73 5.83 -1.05 0.000
H 4.17 5.81 -2.77 0.000
H 6.40 5.67 -2.78 0.000
H 6.24 3.36 -0.93 0.000
H 6.76 4.95 -0.39 0.000
H 8.22 3.32 -2.49 0.000
H 8.66 3.44 -0.79 0.000
H 10.24 4.23 -3.15 0.000
H 10.94 4.68 -1.62 0.000
H 10.58 5.91 -2.71 0.000
C -0.23 -2.82 5.13 0.000
O -1.58 -2.74 4.70 0.000
C -1.73 -2.50 3.31 0.000
C -3.19 -2.21 3.01 0.000
N -3.54 -2.34 1.56 0.000
C -3.83 -3.75 1.27 0.000
C -4.51 -3.91 -0.08 0.000
O -3.66 -3.47 -1.14 0.000
C -2.35 -4.00 -1.18 0.000
H 0.34 -3.71 4.91 0.000
H -0.17 -2.65 6.21 0.000
H 0.36 -1.98 4.74 0.000
H -1.49 -3.43 2.78 0.000
H -1.06 -1.73 2.92 0.000
H -3.27 -1.14 3.22 0.000
H -3.88 -2.70 3.69 0.000
H -2.61 -2.11 1.19 0.000
H -4.54 -4.16 2.00 0.000
H -2.95 -4.40 1.30 0.000
H -5.34 -3.21 -0.14 0.000
H -4.89 -4.93 -0.14 0.000
H -1.66 -3.56 -0.45 0.000
H -1.95 -3.78 -2.16 0.000
H -2.34 -5.07 -0.96 0.000
C -6.39 -0.38 4.29 0.000
O -6.02 0.11 3.01 -0.002
C -6.61 -0.66 1.99 0.000
C -6.32 -0.03 0.64 0.005
N -4.97 -0.30 0.04 -0.008
C -5.12 -0.28 -1.45 0.001
C -3.81 -0.19 -2.20 0.000
O -3.22 1.04 -1.79 0.002
C -2.34 1.57 -2.78 0.000
H -5.87 0.15 5.07 0.000
H -6.17 -1.45 4.35 0.000
H -7.47 -0.29 4.45 0.000
H -7.69 -0.48 2.08 0.000
H -6.49 -1.74 2.07 0.000
H -6.47 1.05 0.78 0.001
H -7.17 -0.19 -0.04 0.000
H -4.70 -1.27 0.24 0.000
H -5.76 0.59 -1.62 0.000
H -5.66 -1.15 -1.85 0.000
H -4.14 -0.15 -3.24 0.000
H -3.18 -1.06 -2.03 0.000
H -2.86 1.91 -3.68 0.000
H -1.61 0.80 -3.07 0.000
H -1.79 2.40 -2.35 0.000
C -2.69 4.33 2.19 0.002
C -1.47 3.75 1.44 0.001
C -0.49 2.99 2.32 0.000
O -1.16 1.92 2.96 -0.001
C -0.20 1.11 3.63 0.000
N -1.93 2.90 0.30 -0.001
H -3.28 4.87 1.44 0.000
H -2.38 5.04 2.95 0.000
H -3.34 3.56 2.59 0.001
H -0.86 4.57 1.08 0.000
H -0.04 3.68 3.04 0.000
H 0.39 2.64 1.75 0.000
H 0.40 0.55 2.91 0.000
H -0.67 0.36 4.27 0.000
H 0.48 1.69 4.26 0.000
H -2.04 3.61 -0.42 0.002
H -1.14 2.31 0.01 0.001
C 2.94 -1.37 -1.77 0.000
C 2.56 -0.49 -2.98 0.000
C 3.12 -0.88 -4.33 0.000
O 2.77 -2.25 -4.58 0.000
C 2.77 -2.55 -5.96 0.000
N 1.10 -0.38 -3.07 0.000
H 2.72 -2.42 -1.91 0.000
H 2.53 -0.91 -0.86 0.000
H 4.02 -1.26 -1.62 0.000
H 2.92 0.50 -2.71 0.000
H 4.20 -0.74 -4.46 0.000
H 2.53 -0.31 -5.06 0.000
H 2.34 -3.54 -6.09 0.000
H 3.76 -2.49 -6.41 0.000
H 2.09 -1.88 -6.49 0.000
H 0.67 -0.20 -2.18 0.000
H 0.66 -1.26 -3.36 0.000

=====

[2]
74
Properties=species:S:1:pos:R:3:lowdin_spin:R:1 method="wB97M-V/def2-TZVPD" max_force_ha_per_bohr=0.0949 homo_lumo_gap_ev="5.715 / 5.531" multiplicity=4 total_charge=+3 homo_ev="-17.4 / -17.4" s_squared=3.850
Cr 0.05 0.26 -0.56 2.079
P 1.51 1.79 -1.15 0.003
P -1.77 1.47 0.09 -0.030
P 1.23 -1.47 0.12 0.007
H -3.79 -2.48 -0.59 0.000
C -3.46 -3.22 0.14 0.000
C -3.26 -2.90 1.43 0.000
H -3.50 -1.92 1.85 0.000
C 1.05 2.45 -2.79 0.003
C 1.57 3.27 -0.07 -0.002
C 3.27 1.36 -1.35 0.010
C -3.30 0.60 0.54 -0.013
C -1.57 2.69 1.44 -0.005
C -2.29 2.49 -1.34 0.007
C 0.32 -2.93 0.72 -0.003
C 2.36 -1.12 1.52 0.014
C 2.35 -2.16 -1.15 0.005
H -3.28 -4.24 -0.23 0.000
H -2.93 -3.66 2.15 0.000
H 1.76 2.05 -3.53 0.000
H 1.07 3.54 -2.79 0.000
H 0.05 2.09 -3.06 -0.001
H 2.49 3.85 -0.28 -0.001
H 1.59 2.95 0.98 0.000
H 0.69 3.90 -0.22 0.000
H 3.85 2.28 -1.52 0.000
H 3.38 0.70 -2.22 0.000
H 3.64 0.85 -0.46 0.000
H -4.15 1.07 0.02 -0.002
H -3.45 0.68 1.62 0.000
H -3.25 -0.46 0.27 -0.001
H -1.85 3.69 1.09 -0.001
H -0.53 2.69 1.79 -0.001
H -2.20 2.40 2.28 0.000
H -3.30 2.86 -1.17 0.000
H -2.27 1.86 -2.25 0.000
H -1.60 3.33 -1.48 0.000
H 0.93 -3.84 0.59 -0.001
H -0.61 -3.04 0.16 0.000
H 0.06 -2.81 1.78 0.000
H 2.99 -2.00 1.75 0.002
H 1.77 -0.84 2.40 0.000
H 3.01 -0.27 1.27 0.000
H 2.72 -3.14 -0.82 0.001
H 3.20 -1.48 -1.32 0.000
H 1.80 -2.28 -2.09 0.002
C -0.48 -0.98 -3.73 0.173
C -0.31 -0.46 -5.03 0.137
C 0.25 -1.26 -6.03 0.013
C 0.55 -2.60 -5.78 0.256
C 0.30 -3.15 -4.52 0.048
C -0.25 -2.36 -3.50 0.106
O -0.86 -0.09 -2.81 0.210
H -0.26 -0.60 -1.54 -0.024
H -0.57 0.58 -5.19 0.004
H 0.44 -0.82 -7.01 -0.003
H 0.98 -3.22 -6.57 0.010
H 0.52 -4.19 -4.32 -0.001
H -0.48 -2.77 -2.51 0.001
C 1.16 2.57 4.79 0.000
C 1.39 1.30 3.99 0.000
O 0.22 0.84 3.29 0.001
C -0.84 0.30 4.10 0.000
C -0.71 -1.20 4.28 0.000
H 0.65 3.34 4.20 0.000
H 2.13 2.96 5.10 0.000
H 0.58 2.37 5.70 0.000
H 2.13 1.47 3.21 0.000
H 1.76 0.50 4.66 0.000
H -0.87 0.80 5.09 0.000
H -1.77 0.54 3.56 0.000
H 0.24 -1.46 4.77 0.000
H -1.52 -1.55 4.93 0.000
H -0.78 -1.73 3.32 0.000

=====

[3]
58
Properties=species:S:1:pos:R:3:nbo_charge:R:1 method="wB97M-V/def2-TZVPD" max_force_ha_per_bohr=0.0094 e_above_lowest_kj_mol=2.6 homo_lumo_gap_ev=8.299 total_charge=0 homo_ev=-7.6 smiles=COc1ccc([C@H](CCNCc2ccc(OC)c(OC)c2)c2ccc(F)cc2)cc1
C 3.00 0.35 -2.39 -0.253
H 4.05 0.60 -2.52 0.197
O 2.56 1.12 -1.30 -0.507
C 1.25 1.02 -0.92 0.298
C 0.88 1.77 0.19 -0.241
C -0.42 1.74 0.65 -0.193
C -1.39 0.96 0.02 -0.008
C -1.02 0.24 -1.10 -0.169
C 0.29 0.25 -1.57 -0.307
H 0.54 -0.33 -2.44 0.216
H -1.75 -0.34 -1.63 0.200
C -2.81 0.94 0.54 -0.259
C -3.69 1.59 -0.51 -0.011
C -4.51 0.87 -1.37 -0.202
C -5.27 1.51 -2.33 -0.280
C -5.20 2.89 -2.43 0.392
C -4.39 3.63 -1.60 -0.277
C -3.64 2.97 -0.64 -0.176
H -3.00 3.54 0.01 0.214
H -4.35 4.71 -1.70 0.228
F -5.94 3.52 -3.37 -0.329
H -5.91 0.96 -3.00 0.227
H -4.58 -0.20 -1.30 0.212
C -3.26 -0.47 0.95 -0.381
C -2.43 -1.01 2.11 -0.206
N -1.06 -1.15 1.69 -0.623
H -0.99 -1.76 0.88 0.354
C -0.09 -1.54 2.69 -0.226
C 1.27 -1.37 2.08 -0.015
C 2.08 -0.30 2.41 -0.204
C 3.29 -0.10 1.76 -0.283
C 3.71 -0.95 0.76 0.248
C 2.89 -2.05 0.42 0.329
C 1.69 -2.24 1.08 -0.315
H 1.06 -3.08 0.83 0.211
O 3.36 -2.84 -0.60 -0.502
C 2.60 -3.97 -0.96 -0.250
H 2.49 -4.67 -0.13 0.176
H 1.61 -3.69 -1.34 0.171
H 3.17 -4.45 -1.76 0.200
O 4.86 -0.83 0.05 -0.492
C 5.64 0.32 0.24 -0.254
H 6.05 0.37 1.26 0.174
H 5.05 1.23 0.04 0.185
H 6.46 0.25 -0.47 0.197
H 3.90 0.74 2.05 0.220
H 1.77 0.39 3.18 0.209
H -0.23 -2.58 3.04 0.165
H -0.20 -0.88 3.55 0.196
H -2.88 -1.96 2.46 0.162
H -2.45 -0.31 2.95 0.184
H -4.31 -0.43 1.25 0.216
H -3.17 -1.15 0.11 0.193
H -2.85 1.57 1.43 0.212
H -0.68 2.32 1.52 0.204
H 1.63 2.38 0.68 0.220
H 2.46 0.61 -3.31 0.173
H 2.91 -0.72 -2.20 0.186

=====

[4]
24
Properties=species:S:1:pos:R:3:nbo_charge:R:1 method="wB97M-V/def2-TZVPD" max_force_ha_per_bohr=0.0903 e_above_lowest_kj_mol=121.5 homo_lumo_gap_ev=7.824 total_charge=+1 homo_ev=-12.2
C 3.55 1.56 0.68 -0.097
C 1.33 -1.05 -0.44 0.133
C 2.28 -1.96 -0.23 0.224
C 1.89 0.38 1.56 0.608
C -2.64 0.29 -1.27 -0.634
C -1.30 0.99 -1.62 -0.060
N 2.25 1.52 0.91 -0.449
N 0.30 -0.58 -0.93 -0.079
N 3.01 -0.21 2.19 -0.729
N 0.72 0.29 2.19 -0.752
O 2.43 -2.70 0.86 -0.696
O -0.29 0.64 -0.64 -0.361
S 4.41 0.36 1.46 0.716
Cl 3.73 -1.78 -1.36 -0.049
H 4.14 2.33 0.08 0.281
H -2.58 -0.77 -1.57 0.219
H -2.65 0.26 -0.22 0.209
H -3.45 0.68 -1.80 0.233
H -1.27 2.10 -1.62 0.202
H -1.12 0.78 -2.57 0.191
H 3.19 -1.10 2.71 0.470
H 2.60 -3.65 0.73 0.527
H -0.06 0.94 1.95 0.466
H 0.63 -0.66 2.69 0.428

=====

[5]
15
Properties=species:S:1:pos:R:3:nbo_charge:R:1 method="wB97M-V/def2-TZVPD" max_force_ha_per_bohr=0.1875 e_above_lowest_kj_mol=905.2 homo_lumo_gap_ev=8.411 total_charge=0 homo_ev=-8.8
C -0.73 -0.64 0.21 -0.002
C 0.41 0.16 0.65 -0.129
C 0.53 1.50 -0.05 -0.190
C 2.64 -0.22 -0.37 0.534
H -3.88 -0.38 0.32 0.365
H -2.80 -2.03 -0.81 0.262
H -0.55 -1.85 -0.24 0.232
H 0.75 0.36 1.85 0.221
H -0.19 1.90 -0.81 0.224
H 0.97 2.46 0.53 0.202
H 3.47 -0.03 -1.35 0.146
N -2.96 -0.52 -0.36 -0.594
N -1.95 0.14 0.40 -0.203
N 1.37 0.36 -0.31 -0.476
O 2.93 -1.20 0.36 -0.592